Entry A
Density functional theory data (wB97M-V/def2-TZVPD) for a single C4H8O2 molecule.

Cartesian coordinates (Å):
C1 1.69822 0.35514 0.25464
C2 0.70426 -0.50632 0.04582
O1 0.90337 -1.81725 -0.29263
C3 -0.78165 -0.24641 0.22418
C4 -1.17840 1.20308 0.00777
O2 -1.54353 -1.02220 -0.67811
H1 2.73787 0.03985 0.20349
H2 1.51063 1.39192 0.50359
H3 1.83791 -1.94796 -0.49890
H4 -1.02563 -0.53490 1.26175
H5 -0.67734 1.87274 0.71262
H6 -2.25865 1.30088 0.14563
H7 -0.93141 1.50307 -1.01471
H8 -1.12016 -1.89013 -0.72777

Calculated values
- Structure (SMILES): C=C(O)[C@@H](C)O
- HOMO-LUMO gap: 9.9 eV
- E_LUMO: 0.74 eV
- E_HOMO: -9.198 eV
- Net charge: 0


Entry B
Density functional theory data (wB97M-V/def2-TZVPD) for a single C4H8O2 molecule.

Cartesian coordinates (Å):
C1 -0.34792 -0.23933 1.04057
C2 -0.32949 1.22730 0.52929
O1 0.19488 1.40574 -0.77905
C3 0.20524 0.24589 -1.54852
O2 1.02370 -0.73183 -0.98812
C4 0.52124 -1.23244 0.23770
H1 0.00363 -0.29757 2.07856
H2 -1.38387 -0.59220 1.05644
H3 -1.34607 1.64974 0.52838
H4 0.28058 1.85384 1.18632
H5 0.65340 0.52097 -2.50382
H6 -0.81825 -0.14707 -1.71468
H7 1.40240 -1.51400 0.82125
H8 -0.05947 -2.14904 0.05569

Calculated values
- Structure (SMILES): C1COCOC1
- HOMO-LUMO gap: 10.9 eV
- E_LUMO: 0.97 eV
- E_HOMO: -9.891 eV
- Net charge: 0


Name the least stable of them. entry B.


Entry A
Density functional theory data (wB97M-V/def2-TZVPD) for a single C4H8O2 molecule.

Cartesian coordinates (Å):
C1 2.18961 0.31387 1.03603
O1 0.91502 0.50388 1.01127
C2 0.17752 1.03036 0.07036
C3 -0.88498 -1.37175 -0.83896
O2 -1.61290 -0.65078 0.12454
C4 -1.27535 0.73689 0.16342
H1 2.58088 -0.10287 1.95009
H2 0.17613 -1.47661 -0.56347
H3 2.78491 0.60531 0.17719
H4 0.69181 1.31308 -0.84739
H5 -1.32459 -2.37063 -0.89912
H6 -0.93777 -0.89923 -1.83347
H7 -1.70149 1.09535 1.10740
H8 -1.77879 1.27313 -0.65790

Calculated values
- HOMO-LUMO gap (spin up / spin down): 8.1 / 8.3 eV
- E_LUMO (spin up / spin down): 0.51 / 0.63 eV
- E_HOMO (spin up / spin down): -7.616 / -7.665 eV
- Net charge: 0


Entry B
Density functional theory data (wB97M-V/def2-TZVPD) for 2 unconnected molecules or ions with the total composition C4H8O2.

Cartesian coordinates (Å):
C1 0.56247 1.62897 -1.60842
C2 0.87388 1.77505 -0.27352
C3 -0.02834 -0.08293 0.51461
O1 -0.42700 -0.58276 -0.58675
O2 -0.25935 -0.79377 1.59167
C4 -0.89858 -2.08239 1.48796
H1 -0.27633 2.17982 -2.02874
H2 1.32590 1.29474 -2.30765
H3 -0.12689 0.20972 -1.27390
H4 1.86123 1.52685 0.10520
H5 0.29521 2.41889 0.38138
H6 -1.38676 -2.25279 2.44780
H7 -1.62401 -2.09341 0.67396
H8 -0.13431 -2.84468 1.31638

Calculated values
- HOMO-LUMO gap: 9.2 eV
- E_LUMO: 0.94 eV
- E_HOMO: -8.221 eV
- Net charge: 0


Name the least stable of them. entry A.


Entry A
Density functional theory data (wB97M-V/def2-TZVPD) for a single C4H8O2S molecule.

Cartesian coordinates (Å):
O1 -0.92771 1.68208 -0.64834
C1 -0.09990 1.50745 0.47078
C2 0.29508 0.09909 0.73840
C3 0.65416 -0.75042 -0.42565
O2 1.94629 -1.34317 -0.32608
C4 -0.47159 -1.19082 0.48564
S1 -2.16073 -1.28320 -0.06892
H1 -0.45735 1.80289 -1.49326
H2 0.78406 2.15644 0.43647
H3 -0.66610 1.88132 1.32222
H4 0.93169 -0.00229 1.61174
H5 0.43391 -0.42743 -1.47606
H6 2.04457 -2.01784 -1.01083
H7 -0.23955 -1.94305 1.26332
H8 -2.06682 -0.17105 -0.87944

Calculated values
- Structure (SMILES): OC[C@@H]1[C@@H](O)[C@@H]1S
- HOMO-LUMO gap: 9.1 eV
- E_LUMO: 0.66 eV
- E_HOMO: -8.475 eV
- Net charge: 0


Entry B
Density functional theory data (wB97M-V/def2-TZVPD) for a single C4H8O2S molecule.

Cartesian coordinates (Å):
C1 0.19838 2.17347 -0.25040
C2 0.50524 0.46204 -0.59322
C3 -1.81289 -0.25818 -0.78814
C4 1.86932 -1.49045 0.56517
O1 2.84728 1.06706 0.24278
O2 -0.42939 -0.48013 -0.93892
S1 2.13035 0.01091 -0.50769
H1 1.03042 2.79081 0.08838
H2 -0.85414 2.35134 0.05187
H3 -2.19436 0.27028 -1.59763
H4 -2.04084 0.31233 0.04625
H5 -2.09808 -1.33175 -0.88925
H6 0.91675 -1.17333 1.13193
H7 2.66876 -1.46185 1.27110
H8 1.75636 -2.30262 -0.09742

Calculated values
- HOMO-LUMO gap (spin up / spin down): 8.0 / 8.5 eV
- E_LUMO (spin up / spin down): 0.15 / 0.15 eV
- E_HOMO (spin up / spin down): -7.844 / -8.397 eV
- Net charge: 0


Entry C
Density functional theory data (wB97M-V/def2-TZVPD) for 2 unconnected molecules or ions with the total composition C4H8O2S.

Cartesian coordinates (Å):
C1 -2.21459 0.20084 1.36853
C2 -1.59943 1.32452 0.55059
O1 -1.88732 1.54744 -0.59291
S1 -0.37828 2.30706 1.45543
H1 -2.75343 0.51983 2.16844
H2 -3.03235 -0.34589 0.93728
H3 -1.43595 -0.37381 1.66085
H4 -0.23371 3.34612 0.60103
C3 2.44584 -1.54277 -1.20206
C4 1.13526 -0.79132 -1.17771
O2 1.21286 0.39322 -0.89474
H5 2.32287 -2.64704 -1.36982
H6 3.24645 -1.16657 -1.77873
H7 2.91832 -1.47622 -0.09698
H8 0.25348 -1.29541 -1.62920

Calculated values
- Structure (SMILES): CC(=O)S.CC=O
- HOMO-LUMO gap: 10.4 eV
- E_LUMO: 0.79 eV
- E_HOMO: -9.628 eV
- Net charge: 0


Name the least stable of them. entry B.


Entry A
Density functional theory data (wB97M-V/def2-TZVPD) for a single CN2O2S2 molecule.

Cartesian coordinates (Å):
C1 -0.48762 0.69812 -0.51367
N1 0.04137 -0.37411 -0.28806
N2 -1.09637 1.69512 -0.92060
O1 0.62365 -2.68093 1.10471
O2 2.14499 -0.72565 1.10173
S1 -2.06043 2.65093 -1.69789
S2 0.83441 -1.26347 1.21378

Calculated values
- HOMO-LUMO gap (spin up / spin down): 5.7 / 6.3 eV
- E_LUMO (spin up / spin down): -3.61 / -3.05 eV
- E_HOMO (spin up / spin down): -9.333 / -9.396 eV
- Net charge: 0


Entry B
Density functional theory data (wB97M-V/def2-TZVPD) for a molecular structure, CN2O2S2.

Cartesian coordinates (Å):
C1 -0.62674 -0.83111 0.08454
N1 0.43155 -1.31264 0.21991
N2 -1.74922 -0.31657 -0.09221
O1 1.64361 0.82660 -1.27872
O2 1.05714 1.37537 1.00272
S1 -2.54257 1.00565 -0.08340
S2 1.81960 0.52978 0.11853

Calculated values
- HOMO-LUMO gap (spin up / spin down): 6.8 / 6.8 eV
- E_LUMO (spin up / spin down): -3.18 / -3.13 eV
- E_HOMO (spin up / spin down): -9.962 / -9.900 eV
- Net charge: 0


Name the least stable of them. entry A.


Entry A
Density functional theory data (wB97M-V/def2-TZVPD) for a molecular structure, C4H6N2.

Cartesian coordinates (Å):
C1 0.91714 0.82404 0.01024
C2 0.71809 -1.20051 -0.10476
C3 -1.49704 -0.14796 0.44939
C4 -0.53220 0.58135 -0.42951
H1 1.16470 1.52975 0.77192
H2 1.28943 1.45589 -0.70988
H3 0.91644 -2.18886 0.00119
H4 -0.88243 -0.20376 1.50942
H5 -2.49561 -0.57677 0.20090
H6 -0.76984 1.27339 -1.19158
N1 1.72014 -0.45306 0.10385
N2 -0.54882 -0.89351 -0.61118

Calculated values
- HOMO-LUMO gap: 10.5 eV
- E_LUMO: 0.99 eV
- E_HOMO: -9.533 eV
- Net charge: 0


Entry B
Density functional theory data (wB97M-V/def2-TZVPD) for a single C4H6N2 molecule.

Cartesian coordinates (Å):
N1 -0.10688 2.69872 0.40304
C1 -0.01572 1.61197 0.79192
C2 -0.17078 0.15020 0.92929
C3 -0.88587 -0.19584 -0.40744
C4 0.45996 -0.81661 -0.84416
N2 0.93996 -0.72648 0.54863
H1 -0.63447 -0.11308 1.88702
H2 -1.71276 -0.89769 -0.31298
H3 -1.19002 0.72406 -0.91532
H4 1.02066 -0.20071 -1.55921
H5 0.41055 -1.84435 -1.21760
H6 1.88537 -0.39021 0.69681

Calculated values
- Structure (SMILES): N#C[C@H]1CCN1
- HOMO-LUMO gap: 10.7 eV
- E_LUMO: 0.92 eV
- E_HOMO: -9.777 eV
- Net charge: 0


Entry C
Density functional theory data (wB97M-V/def2-TZVPD) for a single C4H6N2 molecule.

Cartesian coordinates (Å):
C1 2.22091 0.02206 -0.25449
C2 0.04967 -0.39308 0.49933
C3 -2.68602 0.13681 -0.40847
N1 -0.72697 0.72684 1.04572
N2 0.79103 0.20301 -0.42203
C4 -1.54839 0.20085 0.25336
H1 0.43758 -1.11674 1.22595
H2 2.64176 -0.41423 -1.16278
H3 2.67218 1.01129 -0.11648
H4 2.52434 -0.59286 0.60153
H5 -3.12393 -0.82079 -0.65126
H6 -3.25215 1.03684 -0.61040

Calculated values
- HOMO-LUMO gap (spin up / spin down): 7.8 / 6.5 eV
- E_LUMO (spin up / spin down): -0.40 / -1.24 eV
- E_HOMO (spin up / spin down): -8.237 / -7.745 eV
- Net charge: 0


Name the least stable of them. entry C.


Entry A
Density functional theory data (wB97M-V/def2-TZVPD) for a single C4H6N2 molecule.

Cartesian coordinates (Å):
H1 2.65066 -1.37431 -0.40707
N1 2.10434 -0.57279 -0.08825
C1 0.91654 -0.64786 -0.51066
C2 -0.12234 0.42247 -0.22409
C3 -1.46912 -0.18528 0.24809
C4 0.39553 1.42423 0.71962
N2 0.76741 2.23314 1.45713
H2 0.53095 -1.46869 -1.13170
H3 -0.28732 0.94329 -1.17625
H4 -2.30656 0.25007 -0.30001
H5 -1.48498 -1.26639 0.07798
H6 -1.63240 -0.01456 1.31354

Calculated values
- Structure (SMILES): [H]/N=C/[C@@H](C)C#N
- HOMO-LUMO gap: 11.4 eV
- E_LUMO: 0.74 eV
- E_HOMO: -10.709 eV
- Net charge: 0


Entry B
Density functional theory data (wB97M-V/def2-TZVPD) for a molecular structure, C4H6N2.

Cartesian coordinates (Å):
N1 -1.51992 0.05026 -1.97022
C1 -0.31576 -0.19949 -1.42068
C2 0.02015 -0.78195 -0.28755
C3 0.64494 -0.89802 0.88955
C4 0.94302 0.34633 1.59957
N2 0.54010 1.48277 1.17301
H1 -1.53136 0.63003 -2.79401
H2 -2.32747 0.14761 -1.36787
H3 0.25106 -1.37582 -1.45819
H4 0.90050 -1.85673 1.32640
H5 1.52886 0.22849 2.52161
H6 0.86588 2.22653 1.78838

Calculated values
- HOMO-LUMO gap: 8.6 eV
- E_LUMO: 0.62 eV
- E_HOMO: -7.966 eV
- Net charge: 0


Entry C
Density functional theory data (wB97M-V/def2-TZVPD) for 2 unconnected molecules or ions with the total composition C4H6N2.

Cartesian coordinates (Å):
C1 -0.68056 -1.47681 -0.86815
C2 -0.02389 -2.07547 0.12614
C3 0.93406 -1.36245 0.92749
N1 1.70853 -0.78838 1.57111
H1 -0.53580 -0.41981 -1.09147
H2 -1.39807 -2.03841 -1.45967
H3 -0.17705 -3.11996 0.38194
C4 0.32295 2.19867 0.34610
N2 -0.44509 1.81095 -0.58726
H4 1.03241 1.48950 0.77685
H5 0.32299 3.21212 0.76492
H6 -1.06048 2.57005 -0.88800

Calculated values
- Structure (SMILES): C=CC#N.C=N
- HOMO-LUMO gap: 11.0 eV
- E_LUMO: 0.71 eV
- E_HOMO: -10.273 eV
- Net charge: 0


Entry D
Density functional theory data (wB97M-V/def2-TZVPD) for a single C4H6N2 molecule.

Cartesian coordinates (Å):
N1 -1.87390 0.09886 -0.31027
C1 -0.45503 -0.12291 -0.00707
C2 0.41772 -1.03601 0.55565
C3 1.66765 -0.37923 0.41584
C4 1.43868 0.84654 -0.20583
N2 0.12982 1.00007 -0.46413
H1 -2.29939 -0.51901 -1.00649
H2 -2.50711 0.19379 0.48819
H3 0.22656 -2.00712 0.99531
H4 2.63041 -0.75565 0.73456
H5 2.13676 1.62765 -0.47994
H6 -1.51219 1.05302 -0.71585

Calculated values
- HOMO-LUMO gap: 7.8 eV
- E_LUMO: 0.28 eV
- E_HOMO: -7.515 eV
- Net charge: 0


Name the least stable of them. entry B.